Record 1
98
Properties=species:S:1:pos:R:3:forces:R:3:mulliken_charge:R:1 method="wB97M-V/def2-TZVPD" e_above_lowest_kj_mol=73.1 homo_energy_ev="-16.53 / -16.53" e_lumo_ev="-10.18 / -10.18" total_charge=+3 gap_ev="6.35 / 6.35"
C -1.0756 -2.3382 -1.6426 -0.47 -0.19 0.17 0.257
C 1.1467 -1.5762 -1.2001 0.00 -1.84 -0.79 0.391
C -0.6127 -3.3582 -2.4586 -0.09 0.09 0.24 -0.841
C 1.6461 -2.5769 -2.0432 0.43 0.76 0.26 -0.380
C 0.7666 -3.4934 -2.6119 -0.10 -0.24 -0.20 -0.963
H -1.3324 -4.0450 -2.9022 0.33 0.15 -0.08 0.616
H 2.7225 -2.6367 -2.2085 -0.33 -0.13 0.02 0.578
H 1.1584 -4.3370 -3.1804 -0.05 0.27 0.04 0.488
N -0.1964 -1.5886 -0.9637 0.84 1.06 -0.42 0.548
P -2.7608 -0.9955 0.1229 -0.59 -0.24 -0.20 1.545
P 2.5719 0.9120 0.0441 1.70 -0.37 0.73 1.352
C -2.5445 -2.0158 -1.4188 0.29 0.11 -0.24 -1.756
H -2.9168 -1.4296 -2.2754 0.21 -0.27 0.21 0.593
H -3.1391 -2.9408 -1.3860 0.21 0.38 0.02 0.626
C 0.4741 2.0919 1.3788 0.24 4.81 1.47 0.007
O 0.7083 3.1705 1.7608 -0.75 -3.91 -1.41 -0.297
C 1.9068 -0.7108 -0.2469 -0.92 -1.27 2.04 -1.472
H 2.3872 -1.3592 0.5149 -0.09 0.03 -0.45 0.803
C 3.8005 1.4037 -1.3892 -0.45 0.63 0.10 2.300
C 3.6148 0.8064 1.6736 -0.17 -0.18 -0.38 1.900
C -3.9343 0.4579 -0.2404 -0.01 -0.16 0.03 2.032
C -3.5144 -2.2921 1.2647 -0.06 0.22 0.29 1.407
C 3.4392 2.8727 -1.6570 0.17 0.06 -0.16 -1.764
H 3.7119 3.5258 -0.8152 -0.12 -0.19 -0.21 0.349
H 3.9844 3.2283 -2.5434 -0.15 -0.02 0.20 0.574
H 2.3639 2.9718 -1.8427 0.27 0.13 0.10 0.073
C 5.3109 1.3125 -1.1376 0.15 -0.16 0.14 -1.936
H 5.6418 1.8344 -0.2333 -0.04 -0.26 -0.42 0.348
H 5.6711 0.2769 -1.1237 -0.09 0.28 0.01 0.468
H 5.8162 1.8078 -1.9817 -0.26 -0.10 0.12 0.509
C 3.4495 0.5207 -2.5804 0.03 -0.02 -0.11 -1.380
H 3.9599 0.9167 -3.4714 -0.18 -0.16 0.19 0.625
H 3.7710 -0.5182 -2.4373 -0.07 0.26 0.02 0.228
H 2.3671 0.5254 -2.7688 0.22 -0.15 -0.15 -0.084
C 4.1801 2.2179 1.9488 -0.10 0.07 -0.17 -1.645
H 3.3697 2.9527 2.0474 0.19 -0.09 0.04 0.312
H 4.7271 2.1875 2.9031 -0.15 0.02 -0.28 0.555
H 4.8735 2.5795 1.1835 -0.24 -0.08 0.29 0.270
C 2.7391 0.4474 2.8786 -0.12 0.00 0.02 -1.769
H 1.8562 1.0906 2.9558 0.18 -0.05 0.20 0.291
H 2.4117 -0.5973 2.8765 0.14 0.09 -0.07 0.149
H 3.3386 0.5998 3.7907 -0.24 -0.08 -0.26 0.762
C 4.7136 -0.2542 1.5821 0.27 0.04 0.04 -1.746
H 5.4269 -0.0766 0.7761 -0.20 -0.08 0.31 0.339
H 5.2787 -0.2337 2.5264 -0.14 -0.12 -0.22 0.564
H 4.2947 -1.2599 1.4601 0.11 0.11 0.07 0.315
C -3.7730 -1.6345 2.6287 -0.14 -0.08 0.14 -1.159
H -4.1984 -2.3918 3.3042 0.10 0.26 -0.11 0.521
H -2.8432 -1.2642 3.0749 -0.18 -0.12 -0.03 0.031
H -4.4808 -0.7969 2.5751 0.15 -0.28 0.02 0.276
C -2.4709 -3.4094 1.4402 0.03 0.01 -0.02 -1.379
H -2.2183 -3.9001 0.4924 -0.05 0.01 0.20 0.265
H -1.5464 -3.0407 1.9042 -0.26 -0.13 -0.16 0.067
H -2.8940 -4.1729 2.1102 0.16 0.19 -0.20 0.630
C -4.8174 -2.9255 0.7291 -0.06 0.06 0.12 -1.512
H -5.0243 -3.8158 1.3414 0.06 0.22 -0.19 0.534
H -5.6819 -2.2608 0.8245 0.30 -0.25 -0.03 0.407
H -4.7410 -3.2564 -0.3127 -0.09 0.02 0.24 0.256
C -3.7348 0.9071 -1.6974 -0.03 0.03 0.05 -1.824
H -4.1529 0.1888 -2.4157 0.08 0.23 0.18 0.311
H -4.2582 1.8656 -1.8472 0.16 -0.31 0.05 0.661
H -2.6742 1.0656 -1.9292 -0.22 -0.08 0.05 -0.135
C -3.5330 1.6161 0.6983 -0.04 -0.13 0.03 -1.598
H -2.5067 1.9698 0.5048 -0.15 -0.02 -0.03 0.176
H -4.2107 2.4653 0.5205 0.23 -0.22 0.12 0.596
H -3.6065 1.3362 1.7586 -0.04 0.07 -0.20 0.271
C -5.4126 0.1120 -0.0191 -0.19 0.18 -0.07 -1.902
H -5.7399 -0.7178 -0.6582 0.07 0.23 0.18 0.389
H -5.6405 -0.1146 1.0308 0.04 0.05 -0.38 0.353
H -6.0143 0.9923 -0.2959 0.17 -0.23 0.07 0.544
Zr -0.1660 -0.0039 0.5450 1.15 -1.05 0.98 -1.677
N -0.2281 1.2461 -1.1670 3.13 1.04 -3.63 0.336
C 0.4820 1.5077 -2.0976 -5.54 1.15 1.66 0.355
C 0.2338 2.3684 -3.3873 1.40 0.28 -1.39 1.924
C 1.2984 2.1518 -4.4504 0.49 -0.04 -0.30 -1.733
C -1.1073 1.9600 -3.9840 -0.71 -0.62 0.38 -1.649
C 0.1954 3.8351 -2.9642 0.05 0.33 0.84 -1.550
H 2.2897 2.4841 -4.1186 -0.29 -0.13 -0.13 0.190
H 1.3436 1.0945 -4.7408 0.07 0.24 -0.04 0.421
H 1.0443 2.7364 -5.3473 0.00 -0.18 0.36 0.544
H -1.9359 2.2636 -3.3349 0.18 -0.10 -0.16 0.418
H -1.2518 2.4605 -4.9519 0.30 -0.09 0.32 0.512
H -1.1501 0.8751 -4.1564 -0.09 0.27 -0.01 0.369
H -0.1858 4.4572 -3.7850 0.11 -0.38 0.05 0.437
H -0.4770 3.9630 -2.1058 0.11 0.12 -0.20 0.332
H 1.1886 4.2122 -2.6924 -0.34 -0.01 -0.13 0.469
N 1.0813 -4.5775 5.1079 -1.05 2.57 -0.77 -0.389
C 0.6512 -3.5279 4.8126 0.85 -2.02 0.60 -0.520
C 0.1199 -2.2278 4.4412 0.26 -0.70 -0.18 0.104
C -0.4321 -1.3734 5.3982 -0.03 0.00 0.11 -0.418
C -0.9287 -0.1391 5.0035 -0.06 0.43 -0.26 -1.044
C -0.8551 0.2208 3.6633 0.26 -0.65 0.02 -0.798
N -0.3406 -0.6277 2.7326 0.28 -0.03 0.21 2.333
C 0.1543 -1.8425 3.1060 -0.37 0.91 0.16 -0.763
H -0.4562 -1.6890 6.4407 -0.03 0.11 -0.21 0.595
H -1.3598 0.5643 5.7138 0.13 -0.24 -0.09 0.575
H -1.1978 1.1954 3.3014 0.02 -0.39 0.21 0.274
H 0.5900 -2.4820 2.3266 -0.19 0.24 0.38 0.434

Record 2
104
Properties=species:S:1:pos:R:3:forces:R:3:lowdin_spin:R:1 method="wB97M-V/def2-TZVPD" e_above_lowest_kj_mol=0.0 homo_energy_ev="-5.19 / -5.21" e_lumo_ev="2.27 / 2.27" multiplicity=3 total_charge=-1 gap_ev="7.46 / 7.48"
V -0.3722 -0.9269 0.0946 -0.13 -0.50 -0.07 1.998
S 1.0931 -2.7242 -0.5291 -0.06 0.09 0.02 0.008
C -0.3624 -3.6586 -0.6131 0.02 -0.03 -0.05 0.020
S -1.8370 -2.7885 -0.3010 0.10 0.11 0.00 -0.010
C -0.3631 -5.0054 -0.9067 -0.01 0.16 -0.02 0.000
C -1.5753 -5.7395 -1.0232 -0.14 -0.09 0.05 -0.001
N -2.5478 -6.3500 -1.1252 0.00 0.01 -0.03 -0.001
C 0.8440 -5.7037 -1.1828 0.15 -0.08 0.01 -0.001
N 1.8135 -6.2828 -1.4144 -0.01 0.01 -0.01 -0.002
C 4.0404 0.8203 0.6509 -0.03 0.00 -0.05 0.001
C 2.7384 0.7235 -0.1463 0.00 -0.02 0.03 0.006
C 2.9924 0.2453 -1.5732 -0.03 -0.03 -0.02 0.001
C 1.9602 2.0222 -0.0985 -0.13 0.05 0.06 0.000
C 2.5912 3.2461 -0.2897 0.01 0.00 0.09 0.000
C 1.9077 4.4402 -0.1329 0.02 0.03 0.00 -0.001
C 0.5875 4.4159 0.2945 0.00 0.00 -0.03 0.000
C -0.0937 3.2220 0.4901 0.04 -0.15 -0.05 -0.001
C -1.4583 3.2423 1.1575 0.01 0.02 0.03 0.000
C -2.6173 2.6668 0.3464 -0.01 -0.01 -0.01 0.001
C -1.3781 2.5668 2.5320 -0.01 -0.01 -0.02 0.000
C 0.5819 2.0189 0.1911 0.18 0.23 -0.09 0.006
O -0.0780 0.8635 0.2177 -0.08 0.17 0.14 0.000
H 4.5341 -0.1525 0.6789 0.00 -0.01 0.00 0.000
H 3.8426 1.1334 1.6766 0.01 0.01 0.01 0.000
H 4.7351 1.5345 0.2038 0.02 -0.01 0.00 0.000
H 2.1286 -0.0378 0.3479 0.02 0.02 0.03 0.005
H 3.5481 0.9912 -2.1469 0.03 0.03 0.02 0.000
H 2.0479 0.0555 -2.0876 0.02 0.02 0.00 0.001
H 3.5663 -0.6837 -1.5672 -0.01 -0.03 -0.01 0.000
H 3.6421 3.2637 -0.5543 0.00 0.01 0.00 0.000
H 2.4116 5.3849 -0.2931 0.01 0.01 -0.01 0.000
H 0.0729 5.3480 0.5020 -0.01 0.01 0.00 0.000
H -1.6861 4.3008 1.3279 0.02 -0.01 0.00 0.000
H -2.4922 1.5999 0.1761 0.02 -0.05 -0.03 0.002
H -2.7164 3.1575 -0.6214 -0.01 0.03 0.01 0.000
H -3.5534 2.8135 0.8905 0.00 -0.02 0.01 0.000
H -1.1405 1.5078 2.4245 0.00 0.00 0.01 0.000
H -2.3339 2.6448 3.0549 -0.01 0.01 0.00 0.000
H -0.6066 3.0280 3.1506 0.01 0.00 0.00 0.000
C 2.2110 0.7869 7.8774 0.00 -0.01 0.01 0.000
C 1.6374 -0.6363 7.9264 0.01 0.00 0.01 0.000
C 2.7937 -1.6458 7.9517 -0.01 0.01 0.00 0.000
C 0.8489 -0.7845 9.2276 0.01 0.00 -0.01 0.000
C 0.7737 -0.8806 6.6880 -0.01 0.00 0.02 0.000
C -0.5779 -1.2073 6.7715 0.02 0.00 0.03 0.000
C -1.3697 -1.4232 5.6402 0.01 0.00 -0.07 0.000
C -0.7609 -1.2993 4.4158 0.10 0.02 0.08 -0.003
O -1.2853 -1.4355 3.1622 -0.05 -0.03 0.01 -0.004
B -0.2373 -1.1819 2.2587 -0.04 0.09 -0.05 -0.024
O 0.9324 -0.9077 2.9976 0.07 0.01 -0.04 -0.005
C 0.5867 -0.9776 4.3151 -0.09 -0.01 0.11 -0.002
C 1.3694 -0.7659 5.4237 -0.03 -0.01 -0.05 0.000
H 2.8338 0.9749 8.7554 0.01 0.00 0.01 0.000
H 1.4074 1.5250 7.8597 -0.01 0.01 0.00 0.000
H 2.8251 0.9408 6.9904 0.01 0.00 -0.02 0.000
H 3.4237 -1.4795 8.8288 0.01 0.00 0.01 0.000
H 3.4208 -1.5569 7.0649 0.01 0.00 -0.02 0.000
H 2.4119 -2.6672 7.9895 -0.01 -0.01 0.00 0.000
H 1.5108 -0.5974 10.0753 0.01 0.00 0.01 0.000
H 0.4410 -1.7902 9.3385 -0.01 -0.02 0.00 0.000
H 0.0258 -0.0705 9.2822 -0.01 0.01 0.00 0.000
H -1.0484 -1.2996 7.7400 0.00 0.00 0.00 0.000
H -2.4179 -1.6756 5.7235 -0.01 0.00 0.00 0.000
H 2.4147 -0.5146 5.3050 0.02 0.01 -0.01 0.000
C -4.0565 0.0118 -2.0582 0.05 -0.02 -0.07 0.001
Si -3.0992 -0.6747 -3.5207 -0.04 -0.03 -0.06 0.000
C -3.4631 -2.5071 -3.6950 -0.02 0.14 -0.06 0.000
C -3.7326 0.1786 -5.0813 -0.01 -0.02 0.11 0.000
As -0.8020 -0.2943 -3.1051 -0.01 -0.08 0.07 0.003
Si -0.4561 1.8171 -4.1083 0.06 0.05 -0.03 0.000
C -0.5750 1.9090 -5.9894 -0.04 0.03 0.09 0.000
C 1.2422 2.4735 -3.6491 -0.16 0.00 -0.02 0.000
C -1.7179 2.9988 -3.3737 0.08 0.00 -0.09 0.000
Si 0.1599 -1.7809 -4.6722 -0.02 0.02 -0.10 0.000
C -0.7243 -1.7576 -6.3406 0.03 -0.02 0.06 0.000
C 1.9517 -1.2670 -4.9221 -0.11 -0.07 -0.03 0.000
C 0.0974 -3.5383 -4.0351 0.03 0.09 -0.07 0.001
H -5.1263 -0.1659 -2.1950 -0.02 0.00 -0.01 0.000
H -3.9017 1.0864 -1.9488 0.02 0.03 0.01 0.000
H -3.7524 -0.4714 -1.1280 0.02 -0.02 0.00 0.001
H -4.5467 -2.6297 -3.7862 -0.01 0.00 0.00 0.000
H -3.1360 -3.0712 -2.8243 0.04 -0.03 0.07 0.000
H -3.0067 -2.9426 -4.5851 0.01 0.00 0.01 0.000
H -4.7830 -0.0934 -5.2209 -0.02 0.00 -0.01 0.000
H -3.1862 -0.1314 -5.9726 0.03 -0.02 0.00 0.000
H -3.6804 1.2663 -5.0058 0.02 -0.02 -0.02 0.000
H 0.1725 1.2958 -6.4938 0.02 -0.05 0.04 0.000
H -0.3790 2.9497 -6.2661 -0.02 0.02 -0.02 0.000
H -1.5605 1.6407 -6.3712 0.00 -0.03 0.01 0.000
H 2.0562 1.8156 -3.9527 0.00 -0.05 -0.02 0.000
H 1.3204 2.6370 -2.5730 0.01 -0.03 -0.02 0.000
H 1.3841 3.4382 -4.1457 0.00 0.02 -0.01 0.000
H -2.7492 2.7011 -3.5676 0.00 0.00 0.04 0.000
H -1.5686 3.9991 -3.7904 0.00 0.01 -0.01 0.000
H -1.5688 3.0650 -2.2960 0.02 -0.03 0.01 0.000
H -0.8223 -0.7642 -6.7763 0.03 0.04 0.02 0.000
H -1.7232 -2.1894 -6.2576 -0.01 0.01 0.01 0.000
H -0.1595 -2.3805 -7.0401 0.02 -0.01 -0.01 0.000
H 2.0459 -0.2773 -5.3721 -0.01 0.04 0.01 0.000
H 2.4474 -1.9854 -5.5805 0.00 -0.01 -0.02 0.000
H 2.4823 -1.2677 -3.9696 0.01 0.01 0.03 0.000
H -0.8322 -3.7710 -3.5174 -0.05 0.02 0.00 0.000
H 0.9183 -3.7295 -3.3447 0.02 0.00 0.06 0.000
H 0.1934 -4.2275 -4.8789 0.01 -0.01 -0.01 0.000